[1]
Here is C14H10CrN2O2S4 as an isolated structure from the Open Molecules 2025 dataset. Energies are from ωB97M-V with the def2-TZVPD basis set.

Each line ends with the Mulliken charge.
Geometry (Å):
C (-5.56, 0.73, -0.28)  -0.286
C (-2.79, 1.01, -0.08)  0.319
N (0.86, 0.82, -0.04)  -0.716
C (1.67, -0.21, -0.11)  0.917
H (2.88, 2.23, -0.16)  0.415
C (-1.36, 1.27, -0.02)  -0.369
H (6.94, 0.83, -0.36)  0.348
H (-5.65, 2.89, -0.01)  0.359
H (3.66, -1.94, -0.19)  0.416
S (-0.69, -4.07, -0.74)  -0.548
S (-1.76, -4.76, 0.92)  -0.209
C (-4.75, -0.38, -0.37)  -0.655
S (-0.67, -4.14, 2.57)  -0.218
O (-2.64, -1.37, -0.37)  -0.355
C (4.97, 1.68, -0.26)  -0.546
S (-0.85, -2.06, 2.52)  -0.489
C (3.14, 0.12, -0.17)  0.297
H (-5.17, -1.37, -0.52)  0.394
C (-3.64, 2.12, 0.00)  -0.578
C (4.05, -0.93, -0.21)  -0.497
H (-6.63, 0.61, -0.36)  0.312
C (3.61, 1.43, -0.20)  -0.238
C (5.88, 0.63, -0.30)  -0.327
H (6.11, -1.50, -0.30)  0.361
C (-5.01, 2.01, -0.09)  -0.661
H (-3.18, 3.09, 0.15)  0.266
C (-3.33, -0.30, -0.27)  0.705
H (5.33, 2.71, -0.28)  0.343
Cr (-0.68, -1.70, 0.01)  0.438
C (5.41, -0.68, -0.28)  -0.547
N (-0.46, 0.36, -0.04)  0.045
O (1.34, -1.43, -0.17)  -0.934
H (-1.04, 2.31, 0.04)  0.239

As for the calculated total energy: -93522.1165 eV. The value obtained for the orbital gap (spin up / spin down) is 4.78 / 5.22 eV. The value obtained for the HOMO energy (spin up / spin down) is -0.0031 / -0.0196 hartree. Its total charge is -2. As for the spin multiplicity: 5. The maximum force is 0.557 eV/A. As for the expectation value of S²: 6.0221.


[2]
Here is C14H10F5InN as an isolated structure from the Open Molecules 2025 dataset. Energies are from ωB97M-V with the def2-TZVPD basis set.

Each line ends with the Mulliken charge.
Geometry (Å):
F (-1.61, -0.91, 4.63)  -0.329
F (-2.07, -0.13, 2.08)  -0.292
H (-0.18, 3.37, -0.40)  0.380
H (-0.23, 2.38, -2.96)  0.469
H (2.67, 0.20, -0.84)  0.379
H (0.23, -1.49, -3.72)  0.296
C (-1.88, 1.02, -2.18)  -0.236
C (1.45, -0.99, 1.88)  0.356
C (-0.79, -0.52, 2.42)  0.276
C (1.18, -0.95, -3.64)  -0.892
C (0.23, -0.49, 1.51)  -0.534
F (2.51, -1.08, 1.01)  -0.262
In (-0.01, 0.28, -0.50)  0.151
C (-2.45, 0.89, -0.87)  -0.372
C (2.03, 0.58, -1.66)  -0.746
C (-0.83, 2.55, -0.77)  -0.603
N (-0.38, -1.64, -1.04)  -0.352
F (0.88, -1.78, 5.39)  -0.323
C (-0.88, 2.05, -2.12)  -0.650
C (-1.82, 1.83, 0.00)  -0.713
C (-0.59, -0.93, 3.73)  0.226
C (0.67, -1.38, 4.12)  0.500
H (1.86, -1.01, -4.49)  0.298
H (-3.25, 0.17, -0.58)  0.346
F (2.92, -1.86, 3.55)  -0.328
H (-0.59, -2.62, -1.40)  -0.117
H (-2.04, 2.00, 1.06)  0.571
C (1.69, -1.41, 3.19)  0.286
H (-2.13, 0.43, -3.08)  0.341
H (1.97, 1.68, -1.76)  0.317
C (1.47, -0.24, -2.57)  0.554

As for the calculated total energy: -34924.2162 eV. The value obtained for the orbital gap (spin up / spin down) is 4.78 / 4.77 eV. The value obtained for the HOMO energy (spin up / spin down) is -0.0783 / -0.0779 hartree. Its total charge is -1. For the relative energy (zero: lowest compared OMol25 entry of this formula, charge and spin), the calculation gives 496.4 kJ/mol. The maximum force is 2.843 eV/A.


[3]
Here is C14H10F5NOOs as an isolated structure from the Open Molecules 2025 dataset. Energies are from ωB97M-V with the def2-TZVPD basis set.

Each line ends with the Mulliken charge.
Geometry (Å):
H (0.71, -1.29, -2.28)  0.124
H (4.42, -0.20, -0.52)  0.286
C (0.62, 2.26, 0.57)  -0.404
Os (0.26, 0.22, -0.06)  0.858
C (-0.59, 1.93, 1.30)  -0.396
F (-2.48, -6.05, 0.11)  -0.274
H (1.57, 2.55, 0.99)  0.521
C (-3.75, -2.12, 0.00)  0.492
C (3.34, -0.15, -0.69)  -0.637
C (1.76, -0.52, 1.41)  -0.811
C (-1.60, 1.60, 0.36)  -0.583
H (-2.65, 1.42, 0.60)  0.463
C (-1.07, 1.74, -0.97)  -0.510
H (1.80, 0.25, 2.19)  0.261
H (0.99, 2.39, -1.66)  0.435
H (-1.63, 1.67, -1.89)  0.430
C (-2.33, -2.38, 0.05)  -0.234
C (-1.93, -3.78, 0.07)  0.381
H (3.07, 0.07, -1.72)  0.240
O (-1.51, -1.41, 0.18)  -0.283
N (0.55, -0.66, -1.49)  -0.307
F (-4.13, -0.81, -0.04)  -0.260
C (2.35, -0.27, 0.21)  0.273
H (1.59, -1.54, 1.78)  0.291
C (0.30, 2.18, -0.85)  -0.674
F (-0.63, -4.05, 0.10)  -0.266
F (-6.00, -2.83, 0.00)  -0.275
H (-0.70, 1.96, 2.37)  0.394
F (-5.15, -5.45, 0.06)  -0.276
C (-4.67, -3.13, 0.02)  0.035
C (-4.23, -4.47, 0.05)  0.556
C (-2.87, -4.78, 0.08)  0.151

As for the calculated total energy: -34262.9537 eV. The value obtained for the orbital gap (spin up / spin down) is 5.30 / 4.56 eV. The value obtained for the HOMO energy (spin up / spin down) is -0.1911 / -0.2754 hartree. Its total charge is 0. For the relative energy (zero: lowest compared OMol25 entry of this formula, charge and spin), the calculation gives 0.0 kJ/mol. As for the spin multiplicity: 5. The maximum force is 8.959 eV/A. As for the expectation value of S²: 6.0609.


[4]
Here is C14H11ErNO6S as an isolated structure from the Open Molecules 2025 dataset. Energies are from ωB97M-V with the def2-TZVPD basis set.

Each line ends with the Mulliken charge.
Geometry (Å):
Er (-0.09, 0.55, -1.34)  1.419
H (4.33, -1.47, -3.39)  0.398
C (1.29, -1.21, 1.02)  -0.395
H (3.84, 0.29, -3.40)  0.287
C (-2.07, -1.75, -0.44)  0.291
H (1.45, 0.40, 2.40)  0.460
O (-1.23, -1.34, -1.36)  -0.640
H (-4.77, -0.42, 3.52)  0.320
C (2.66, 0.49, -0.77)  -0.206
H (1.13, -2.57, -0.61)  0.351
C (-2.36, -0.63, 0.54)  0.032
H (3.18, 1.14, -1.47)  0.191
O (-1.16, 3.82, 1.25)  -0.614
H (0.76, -1.85, 1.71)  0.458
S (2.02, -1.19, -2.90)  0.556
C (2.37, 0.92, 0.52)  -0.728
O (1.09, -0.01, -3.29)  -0.637
C (2.20, -0.78, -1.15)  0.392
C (-1.83, 1.57, 1.08)  0.311
C (-3.23, -0.74, 1.60)  -0.379
H (-3.73, -1.69, 1.70)  0.490
O (-0.27, 2.49, -0.36)  -0.737
H (-2.81, 2.44, 2.75)  0.573
N (-1.68, 0.50, 0.31)  -0.073
O (-2.54, -2.85, -0.28)  -0.623
C (1.53, -1.63, -0.28)  -0.164
C (3.56, -0.75, -3.67)  -0.929
C (-1.05, 2.78, 0.66)  0.413
H (2.70, 1.89, 0.86)  0.421
C (1.67, 0.07, 1.39)  -0.458
C (-2.67, 1.53, 2.16)  -0.580
O (-4.24, 0.39, 3.50)  -0.497
H (3.38, -0.78, -4.75)  0.396
C (-3.39, 0.37, 2.47)  0.898

As for the calculated total energy: -66925.9289 eV. The value obtained for the orbital gap (spin up / spin down) is 8.65 / 8.65 eV. The value obtained for the HOMO energy (spin up / spin down) is -0.4754 / -0.4754 hartree. Its total charge is +1. As for the spin multiplicity: 4. The maximum force is 1.248 eV/A. As for the expectation value of S²: 3.7522.


[5]
Here is C14H11N3O2S as an isolated structure from the Open Molecules 2025 dataset. Energies are from ωB97M-V with the def2-TZVPD basis set.

Each line ends with the Mulliken charge.
Geometry (Å):
H (4.53, 2.31, 1.24)  0.431
C (-3.19, 1.76, -0.67)  -0.785
H (-5.93, -0.97, 0.86)  0.344
H (-3.65, 2.69, -0.97)  0.360
H (0.62, 1.34, -0.30)  0.211
C (4.72, -0.79, -0.23)  0.756
C (4.20, 1.38, 0.81)  -0.880
C (1.00, -0.59, 0.20)  0.686
C (3.36, -1.12, -0.26)  -0.757
C (5.14, 0.48, 0.30)  0.878
O (0.64, -1.73, 0.39)  -0.631
C (-2.01, -0.62, 0.09)  -0.341
C (-3.40, -0.54, -0.03)  0.553
H (-5.06, 0.75, -0.50)  0.399
N (5.75, -1.52, -0.67)  -0.656
O (-4.07, -1.68, 0.26)  -0.387
N (6.47, 0.62, 0.25)  -0.709
C (-5.48, -1.68, 0.17)  -0.861
H (-5.81, -1.46, -0.85)  0.345
S (7.10, -0.70, -0.41)  0.220
C (-3.99, 0.66, -0.41)  -0.593
N (0.17, 0.46, -0.08)  -0.135
C (2.45, -0.21, 0.22)  0.243
C (2.88, 1.03, 0.76)  -0.603
H (2.14, 1.70, 1.18)  0.487
H (3.03, -2.08, -0.64)  0.455
H (-1.21, 2.55, -0.78)  0.331
H (-5.79, -2.69, 0.43)  0.243
C (-1.82, 1.69, -0.57)  -0.877
H (-1.57, -1.56, 0.38)  0.579
C (-1.22, 0.48, -0.18)  0.691

As for the calculated total energy: -34097.0951 eV. The value obtained for the orbital gap is 7.60 eV. The value obtained for the HOMO energy is -0.3120 hartree. Its total charge is 0. For the relative energy (zero: lowest compared OMol25 entry of this formula, charge and spin), the calculation gives 12.1 kJ/mol. The maximum force is 1.300 eV/A.


[6]
Here is an isolated molecule of C14H11N3OS from the Open Molecules 2025 dataset. Energies are from ωB97M-V with the def2-TZVPD basis set.

Each line ends with the Mulliken charge.
Geometry (Å):
C (-0.77, 1.39, -1.33)  -0.326
H (-2.19, -1.33, -2.77)  0.407
H (3.01, -1.51, 0.43)  0.485
N (-0.80, -1.74, 0.09)  -0.586
C (0.49, 1.30, -1.89)  -0.499
H (0.06, -1.48, -3.77)  0.376
C (-0.17, -0.68, -3.09)  -0.463
C (-1.44, -0.60, -2.53)  -0.388
S (-3.30, 0.47, -0.80)  -0.138
H (0.42, 1.72, 3.15)  0.473
C (3.11, 0.12, 1.84)  -0.467
C (2.38, 1.03, 2.60)  -0.509
C (-1.73, 0.43, -1.65)  0.182
C (-1.12, 0.08, 1.68)  0.460
H (-3.59, -0.71, 1.25)  0.450
H (-3.17, -1.85, -0.08)  0.416
H (1.78, 0.19, -3.19)  0.401
N (-1.57, -0.89, 0.77)  0.637
C (2.47, -0.80, 1.04)  -0.234
C (1.07, -0.82, 1.00)  0.184
H (-1.02, 2.18, -0.64)  0.460
O (-1.89, 0.79, 2.28)  -0.655
C (-2.95, -0.90, 0.39)  -0.781
C (1.01, 1.03, 2.57)  -0.795
C (0.34, 0.10, 1.77)  0.818
H (2.91, 1.75, 3.22)  0.417
C (0.79, 0.26, -2.76)  -0.517
H (4.19, 0.15, 1.87)  0.396
N (0.44, -1.73, 0.19)  -0.634
H (1.24, 2.03, -1.64)  0.428

As for the calculated total energy: -32048.7338 eV. The value obtained for the orbital gap is 8.89 eV. The value obtained for the HOMO energy is -0.3270 hartree. Its total charge is 0. For the relative energy (zero: lowest compared OMol25 entry of this formula, charge and spin), the calculation gives 30.5 kJ/mol. The maximum force is 1.343 eV/A.


- Which formula does entry 6 have?
  C14H11N3OS


- The highest calculated total energy belongs to which entry?
  C14H11N3OS


- What is the calculated total energy in the sixth record?
  -32048.7338 eV


Repeat the sixth record exactly.
Here is an isolated molecule of C14H11N3OS from the Open Molecules 2025 dataset. Energies are from ωB97M-V with the def2-TZVPD basis set.

Each line ends with the Mulliken charge.
Geometry (Å):
C (-0.77, 1.39, -1.33)  -0.326
H (-2.19, -1.33, -2.77)  0.407
H (3.01, -1.51, 0.43)  0.485
N (-0.80, -1.74, 0.09)  -0.586
C (0.49, 1.30, -1.89)  -0.499
H (0.06, -1.48, -3.77)  0.376
C (-0.17, -0.68, -3.09)  -0.463
C (-1.44, -0.60, -2.53)  -0.388
S (-3.30, 0.47, -0.80)  -0.138
H (0.42, 1.72, 3.15)  0.473
C (3.11, 0.12, 1.84)  -0.467
C (2.38, 1.03, 2.60)  -0.509
C (-1.73, 0.43, -1.65)  0.182
C (-1.12, 0.08, 1.68)  0.460
H (-3.59, -0.71, 1.25)  0.450
H (-3.17, -1.85, -0.08)  0.416
H (1.78, 0.19, -3.19)  0.401
N (-1.57, -0.89, 0.77)  0.637
C (2.47, -0.80, 1.04)  -0.234
C (1.07, -0.82, 1.00)  0.184
H (-1.02, 2.18, -0.64)  0.460
O (-1.89, 0.79, 2.28)  -0.655
C (-2.95, -0.90, 0.39)  -0.781
C (1.01, 1.03, 2.57)  -0.795
C (0.34, 0.10, 1.77)  0.818
H (2.91, 1.75, 3.22)  0.417
C (0.79, 0.26, -2.76)  -0.517
H (4.19, 0.15, 1.87)  0.396
N (0.44, -1.73, 0.19)  -0.634
H (1.24, 2.03, -1.64)  0.428

As for the calculated total energy: -32048.7338 eV. The value obtained for the orbital gap is 8.89 eV. The value obtained for the HOMO energy is -0.3270 hartree. Its total charge is 0. For the relative energy (zero: lowest compared OMol25 entry of this formula, charge and spin), the calculation gives 30.5 kJ/mol. The maximum force is 1.343 eV/A.